Molecular formula: C25H24ClI2N3O8
Method: DFT, ωB97M-V with the def2-TZVPD basis set

Summary:
Energy ... -2788.5685 Eh
HOMO-LUMO gap ... 8.72 eV
HOMO level ... -9.535 eV
LUMO energy ... -0.82 eV
SMILES ... C[C@H](I)[C@@H](I)[C@@]1(Cl)CCC(=O)O1.O=[N+]([O-])c1ccccc1.O=[N+]([O-])c1ccccc1.O=[N+]([O-])c1ccccc1
Net charge ... 0

Geometry (Å):
C -7.324 0.686 -1.423
C -6.578 1.363 -2.571
I -5.163 -0.027 -3.423
C -6.006 2.783 -2.356
I -7.706 4.066 -2.062
C -4.885 3.024 -1.331
Cl -4.574 4.846 -1.256
C -5.047 2.511 0.111
C -4.190 1.242 0.125
C -3.165 1.546 -0.931
O -2.073 1.093 -1.085
O -3.674 2.480 -1.798
H -7.782 -0.233 -1.800
H -6.670 0.395 -0.600
H -8.129 1.332 -1.058
H -7.279 1.479 -3.401
H -5.601 3.100 -3.322
H -6.077 2.419 0.450
H -4.563 3.253 0.751
H -4.758 0.378 -0.232
H -3.720 1.026 1.085
C 1.220 -1.036 -3.706
C 1.292 -2.278 -4.324
C 0.133 -2.909 -4.746
C -1.079 -2.274 -4.539
C -1.172 -1.040 -3.924
C -0.007 -0.420 -3.501
N -2.308 -2.950 -4.989
O -2.195 -4.053 -5.479
O -3.372 -2.373 -4.853
H 2.129 -0.548 -3.382
H 2.252 -2.752 -4.477
H 0.169 -3.875 -5.225
H -2.131 -0.571 -3.765
H -0.067 0.536 -3.003
C 4.595 -1.003 1.411
C 5.050 -2.315 1.417
C 5.130 -3.030 0.233
C 4.748 -2.407 -0.941
C 4.291 -1.103 -0.970
C 4.214 -0.399 0.220
N 4.838 -3.162 -2.202
O 5.236 -4.306 -2.147
O 4.507 -2.598 -3.227
H 4.541 -0.443 2.332
H 5.347 -2.783 2.345
H 5.481 -4.050 0.219
H 4.007 -0.646 -1.906
H 3.859 0.623 0.223
C 3.893 0.738 8.214
C 5.096 0.915 7.543
C 5.102 1.194 6.186
C 3.890 1.292 5.528
C 2.680 1.119 6.174
C 2.688 0.838 7.530
N 3.887 1.593 4.087
O 4.963 1.712 3.533
O 2.814 1.694 3.531
H 3.894 0.522 9.274
H 6.033 0.836 8.077
H 6.027 1.335 5.649
H 1.752 1.201 5.627
H 1.753 0.699 8.054